Density functional theory data (wB97M-V/def2-TZVPD) for C7H12N2Si in the gas phase.

Geometry as ORCA input:
```
! RIJCOSX wB97M-V def2-TZVPD def2/J DEFGRID3
* xyz 0 1
C 2.04 -1.19 -0.08
Si 0.16 -0.97 -0.47
N 0.00 -1.07 -2.21
N -0.88 -2.45 0.00
C -0.40 0.64 0.23
C -1.14 0.67 1.41
C -1.56 1.93 1.89
C -1.18 3.11 1.27
C -0.54 3.04 0.05
C -0.16 1.84 -0.45
H 2.66 -0.71 -0.79
H 2.43 -0.76 0.91
H 2.34 -2.25 -0.10
H -0.22 -0.20 -2.83
H -0.47 -1.80 -2.61
H -0.70 -3.39 -0.28
H -1.18 -2.28 0.91
H -1.38 -0.21 2.08
H -2.12 1.96 2.78
H -1.44 4.10 1.76
H -0.27 4.10 -0.43
H 0.35 1.83 -1.34
*
```

The LUMO energy comes out at 0.8 eV. The value obtained for the energy is -672.97284 a.u. The calculation puts the HOMO energy at -9.16 eV. The orbital gap is 9.958 eV. As for the SMILES: C[Si](N)(N)c1ccccc1. The energy relative to the best compared isomer or geometry (same formula, charge and spin) is 0.2 kcal per mole.

Atom charges from the Löwdin analysis, given in e for atoms 1 to 4:
1 C -0.19
2 Si 0.49
3 N -0.07
4 N -0.05